Molecular formula: C20H36N5O3
Method: DFT, ωB97M-V/def2-TZVPD

Geometry (Å):
C1 0.095 -0.200 1.496
O1 1.101 0.243 2.379
C2 1.302 1.639 2.212
C3 2.101 1.986 0.936
N1 1.535 2.996 0.082
C4 0.153 2.738 -0.299
O2 0.004 1.970 -1.285
O3 -0.729 3.253 0.416
H1 -0.895 0.039 1.871
H2 0.217 0.206 0.503
H3 0.161 -1.270 1.436
H4 1.876 1.937 3.080
H5 0.358 2.168 2.252
H6 2.265 1.064 0.397
H7 3.076 2.307 1.256
H8 1.659 3.926 0.444
C5 -3.953 -0.934 0.539
C6 -3.883 -1.874 -0.658
C7 -3.476 -3.300 -0.272
C8 -2.154 -3.298 0.347
N2 -1.098 -3.216 0.797
H9 -2.980 -0.821 1.017
H10 -4.272 0.060 0.223
H11 -4.661 -1.299 1.281
H12 -3.172 -1.468 -1.379
H13 -4.857 -1.911 -1.150
H14 -3.443 -3.944 -1.152
H15 -4.194 -3.723 0.430
C9 -9.285 -2.581 -1.917
C10 -9.746 -1.728 -0.741
C11 -8.602 -0.942 -0.092
C12 -7.573 -1.837 0.429
N3 -6.761 -2.540 0.840
H16 -8.567 -3.339 -1.601
H17 -10.131 -3.099 -2.369
H18 -8.816 -1.967 -2.688
H19 -10.217 -2.367 0.008
H20 -10.504 -1.021 -1.080
H21 -8.972 -0.334 0.733
H22 -8.137 -0.273 -0.818
C13 2.463 -1.674 -1.232
C14 3.559 -1.043 -2.076
C15 4.963 -1.373 -1.557
C16 5.141 -0.874 -0.195
N4 5.220 -0.431 0.865
H23 2.482 -1.298 -0.211
H24 1.483 -1.439 -1.645
H25 2.566 -2.761 -1.199
H26 3.422 0.040 -2.095
H27 3.477 -1.394 -3.107
H28 5.723 -0.915 -2.190
H29 5.129 -2.451 -1.556
C17 8.447 2.807 -0.216
C18 8.061 3.572 1.045
C19 6.684 3.170 1.582
C20 5.636 3.433 0.601
N5 4.827 3.582 -0.203
H30 7.752 3.013 -1.030
H31 9.444 3.097 -0.551
H32 8.450 1.731 -0.035
H33 8.073 4.644 0.837
H34 8.806 3.389 1.822
H35 6.451 3.725 2.491
H36 6.661 2.106 1.823

## Properties
Calculated total energy = -34916.9666 eV
Spin multiplicity = 1
Total charge = -1
E_LUMO = 2.10 eV
Kohn-Sham gap = 5.4 eV